A.
{
  "formula": "C3H13NO2S2",
  "method": "ωB97M-V/def2-TZVPD",
  "symbols": ["C", "C", "N", "C", "S", "S", "H", "H", "H", "H", "H", "H", "H", "H", "H", "O", "H", "H", "O", "H", "H"],
  "positions_angstrom": [[-1.38, -1.47, -0.16], [-0.11, -0.55, -0.32], [0.07, 0.00, -1.68], [-0.39, 0.68, 0.58], [1.15, 1.75, 0.75], [1.33, 2.31, 2.72], [-2.22, -0.98, 0.27], [-1.60, -2.04, -1.10], [-1.00, -2.18, 0.58], [0.77, -1.08, -0.04], [0.78, -0.53, -2.13], [-0.93, -0.08, -2.11], [-1.09, 1.36, 0.13], [-0.74, 0.36, 1.55], [2.57, 1.90, 3.15], [2.13, -2.07, 2.33], [2.25, -2.93, 2.08], [1.75, -1.68, 1.47], [-1.37, 2.23, -2.87], [-1.35, 2.24, -1.92], [-0.61, 2.74, -3.27]],
  "spin_multiplicity": 1,
  "gap_ev": 9.08,
  "e_lumo_ev": 0.57,
  "smiles": "C[C@@H](N)CSS.O.O",
  "mol_weight_g_mol": 159.3
}


B.
{
  "formula": "C3H13NO2S2",
  "method": "ωB97M-V/def2-TZVPD",
  "symbols": ["C", "S", "S", "C", "C", "N", "H", "H", "H", "H", "H", "H", "H", "H", "H", "O", "H", "H", "O", "H", "H"],
  "positions_angstrom": [[-1.65, 2.14, 1.52], [-1.70, 0.49, 0.64], [-0.17, 1.01, -0.66], [-0.93, 0.77, -2.31], [-0.92, -0.69, -2.72], [-0.48, -1.48, -1.48], [-2.79, 2.34, 1.72], [-0.85, 2.07, 2.21], [-1.63, 3.12, 0.85], [-0.46, 1.24, -3.14], [-1.97, 1.17, -2.04], [-0.28, -0.83, -3.60], [-1.77, -1.16, -3.15], [0.49, -1.84, -1.71], [-1.07, -2.38, -1.30], [2.51, 0.18, 2.97], [1.97, 0.95, 2.85], [2.69, -0.04, 3.80], [2.83, -2.71, 2.00], [3.60, -2.67, 1.58], [2.59, -1.71, 2.00]],
  "spin_multiplicity": 1,
  "gap_ev": 8.36,
  "e_lumo_ev": 0.56,
  "smiles": "CSSCCN.O.O",
  "mol_weight_g_mol": 159.3
}


Compare the structures above. Which one is the least stable? B is.